Entry 1:
9
Properties=species:S:1:pos:R:3 method="wB97M-V/def2-TZVPD" lumo_energy_ev=0.2663 smiles="O=c1[nH]nc(O)o1" multiplicity=1 max_force_ev_per_a=3.0 homo_energy_ev=-9.48 e_above_lowest_kcal_mol=8.8
C 0.14706 -0.51910 0.89266
C -0.07438 0.71911 -0.91278
H 0.77877 0.09553 2.53976
H -0.96223 -0.79661 -1.92606
N -0.48361 -1.33395 0.11477
N -0.69718 -0.47035 -0.99844
O 0.38420 -0.75063 2.14645
O 0.16800 1.54501 -1.79345
O 0.44942 0.72202 0.35859

Entry 2:
39
Properties=species:S:1:pos:R:3 method="wB97M-V/def2-TZVPD" lumo_energy_ev=0.5541 smiles="CCCCn1nnnc1SCC(=O)Nc1cccc(C)n1" multiplicity=1 max_force_ev_per_a=1.9 homo_energy_ev=-8.79 e_above_lowest_kcal_mol=0.0
C -0.40449 -0.22711 2.30857
C -0.47222 -1.43141 1.37687
C -1.83468 -2.12909 1.36700
H -2.09667 -2.44040 2.37927
H -1.76573 -3.01915 0.73896
C -2.97606 -1.25647 0.83281
N -2.65084 -0.76369 -0.47437
C -2.41815 0.50675 -0.88381
N -1.98471 0.46040 -2.13234
N -1.96735 -0.82203 -2.46316
N -2.35363 -1.55563 -1.50996
S -2.69361 1.91737 0.08019
C -1.69333 3.12178 -0.86328
H -2.04573 4.10410 -0.55379
C -0.23844 2.93041 -0.44707
O 0.28646 3.63360 0.38418
N 0.33919 1.86757 -1.06211
C 1.50571 1.19874 -0.69334
N 1.58648 -0.01246 -1.23154
C 2.62651 -0.78162 -0.94942
C 3.63999 -0.35347 -0.09551
C 3.55083 0.90975 0.46459
C 2.46593 1.71800 0.16801
H 2.35455 2.70300 0.58637
H 4.32218 1.26797 1.13069
H 4.47567 -1.00071 0.12118
C 2.64975 -2.13406 -1.58761
H 3.49686 -2.21281 -2.26709
H 1.73098 -2.28802 -2.14587
H 2.75047 -2.90992 -0.83087
H -0.19985 1.35395 -1.75846
H -1.87182 2.94668 -1.92208
H -3.15439 -0.39286 1.47643
H -3.89277 -1.84912 0.76643
H -0.20190 -1.12788 0.36273
H 0.27377 -2.16288 1.69424
H -0.66893 -0.51428 3.32405
H 0.60509 0.17727 2.31761
H -1.07508 0.56772 1.99150

Entry 3:
28
Properties=species:S:1:pos:R:3 method="wB97M-V/def2-TZVPD" lumo_energy_ev=-2.4619 multiplicity=1 max_force_ev_per_a=6.8 homo_energy_ev=-12.01 e_above_lowest_kcal_mol=20.2 charge=+1
C 2.37702 -0.81745 0.17382
C 3.71481 -0.26207 0.34660
C -3.35628 1.65285 -0.50080
C 3.36071 1.33386 0.31499
C -3.80292 1.11303 0.87261
C -2.08491 -0.54365 -0.33969
N 1.49583 0.13809 -0.02293
N -1.98736 1.26669 -0.78879
N 2.00750 -2.04210 0.05614
N -0.96595 -2.45219 -0.40608
N -1.07663 -1.14250 -0.66452
N 1.93637 1.46903 0.06250
S -3.46805 -0.75061 0.62280
H 4.18580 -0.66156 1.20608
H 4.50343 -0.59162 -0.54254
H -4.14774 1.23819 -1.16107
H -3.28739 2.76421 -0.53214
H 3.61948 1.86523 1.29157
H 3.97117 1.82173 -0.43431
H -3.31463 1.43964 1.74161
H -4.90217 1.12538 1.03400
H -1.84912 1.04790 -1.77926
H 2.50354 -2.90408 0.05604
H 0.93661 -2.06818 -0.16443
H -1.63108 -2.90693 0.19727
H -0.57573 -2.99162 -1.21062
H 0.43997 -0.07926 -0.19420
H 1.39771 1.93800 0.76533

Entry 4:
61
Properties=species:S:1:pos:R:3 method="wB97M-V/def2-TZVPD" s_squared=0.751 lumo_energy_ev="2.3842 / 2.3493" multiplicity=2 max_force_ev_per_a=3.2 homo_energy_ev="0.42 / -7.23" charge=-1
C 0.07094 -1.17041 -0.78330
Cl -0.77331 -0.84550 -2.27092
Cl 1.49044 -0.10964 -0.69085
Cl 0.62779 -2.85620 -0.63020
H -0.51407 -0.94430 0.10818
C 3.52626 2.45522 0.60800
Cl 5.15238 1.91874 0.93651
Cl 3.31103 2.72027 -1.13809
Cl 3.17660 3.96199 1.57082
H 2.79563 1.67939 0.83684
C -0.70475 2.98324 -1.86705
Cl 0.23677 4.49136 -1.59934
Cl -1.42955 2.79628 -3.47558
Cl -1.97365 2.89379 -0.68202
H -0.05693 2.12556 -1.68591
C 1.39812 3.28008 4.23865
C 1.05207 1.80081 4.08916
C -0.34981 1.56423 3.40688
O -0.49666 0.13969 3.39677
C -1.68504 -0.28597 2.77220
N 2.13599 1.09412 3.42696
H 0.84673 3.82406 5.00555
H 1.10424 3.68272 3.26931
H 2.48089 3.35031 4.34251
H 1.10127 1.33373 5.07278
H -0.05447 1.88172 2.40684
H -1.25959 2.07715 3.71884
H -2.53584 -0.10931 3.43025
H -1.62186 -1.34239 2.51126
H -1.89467 0.15904 1.79952
H 2.93847 0.98394 4.03028
H 1.82865 0.13249 3.39687
C -3.13455 -4.26150 -1.01628
C -3.84254 -2.90349 -1.30023
C -5.39627 -3.06454 -1.25359
O -5.68487 -3.17579 0.13006
C -7.05393 -2.97241 0.50248
N -3.30610 -1.87411 -0.31923
H -2.07433 -4.22571 -1.26680
H -3.45065 -5.03485 -1.71636
H -3.08811 -4.72384 -0.03029
H -3.37930 -2.69196 -2.26396
H -5.65276 -3.94885 -1.83695
H -5.72671 -2.16708 -1.77655
H -7.63003 -3.85524 0.22533
H -7.48306 -2.10713 -0.00273
H -7.24927 -2.93685 1.57425
H -4.03401 -1.76677 0.37266
H -3.22720 -0.99755 -0.81473
C 5.68450 -0.19857 -1.96656
O 5.02517 -0.87830 -1.22690
N 5.14908 0.39227 -3.09765
C 6.04074 1.19949 -4.05215
C 3.72408 0.53671 -3.36972
H 6.77115 -0.04231 -1.88307
H 5.82446 2.25833 -3.91009
H 6.10188 1.13855 -5.13873
H 7.10134 1.03392 -3.86288
H 3.48140 1.59903 -3.34388
H 3.45391 0.00098 -4.27972
H 3.13214 0.00120 -2.62747

| no. | calculated total energy (eV) |
| --- | --- |
| 1 | -11228.4228 |
| 2 | -35596.5949 |
| 3 | -26231.1589 |
| 4 | -138348.0940 |